Computed, not measured: one molecule with the formula C19H16BrNO4, with wB97M-V/def2-TZVPD.

Each line ends with the natural charge from an NBO analysis.
Positions of all 41 atoms, in Å:
C (-0.493, -1.712, 1.858)  -0.644
C (-0.078, -1.341, 0.470)  0.022
C (1.253, -1.440, 0.089)  -0.261
C (1.665, -1.081, -1.188)  0.317
O (2.968, -1.032, -1.595)  -0.495
C (3.980, -1.011, -0.618)  -0.179
C (3.829, 0.038, 0.491)  0.544
O (4.463, -0.065, 1.513)  -0.521
C (2.821, 1.098, 0.253)  -0.102
C (1.949, 1.406, 1.297)  -0.177
C (0.865, 2.235, 1.086)  -0.224
C (0.676, 2.773, -0.175)  -0.062
Br (-0.869, 3.816, -0.515)  0.060
C (1.580, 2.552, -1.202)  -0.236
C (2.652, 1.709, -0.987)  -0.191
C (0.714, -0.702, -2.133)  -0.256
C (-0.608, -0.587, -1.766)  -0.166
C (-0.997, -0.865, -0.463)  0.089
N (-2.349, -0.622, -0.090)  -0.493
C (-3.428, -1.232, -0.708)  0.709
O (-3.345, -2.071, -1.561)  -0.554
C (-4.690, -0.655, -0.098)  -0.511
C (-4.212, 0.378, 0.914)  -0.512
C (-2.701, 0.328, 0.849)  0.726
O (-1.922, 0.988, 1.484)  -0.581
H (-1.419, -2.284, 1.845)  0.219
H (0.279, -2.303, 2.344)  0.220
H (-0.661, -0.811, 2.448)  0.243
H (1.970, -1.782, 0.820)  0.213
H (4.903, -0.793, -1.167)  0.228
H (4.106, -1.992, -0.138)  0.208
H (2.108, 0.953, 2.264)  0.231
H (0.156, 2.431, 1.875)  0.246
H (1.432, 3.016, -2.165)  0.229
H (3.350, 1.520, -1.788)  0.225
H (1.038, -0.466, -3.134)  0.227
H (-1.345, -0.260, -2.482)  0.227
H (-5.302, -0.226, -0.891)  0.245
H (-5.265, -1.464, 0.355)  0.245
H (-4.533, 0.163, 1.933)  0.244
H (-4.537, 1.392, 0.677)  0.247

Results
- ΔE to the lowest compared entry with this formula, charge and spin (kJ/mol) = 0.00
- orbital gap (eV) = 8.7374
- HOMO level (Ha) = -0.3170
- SMILES string = Cc1cc(OCC(=O)c2ccc(Br)cc2)ccc1N1C(=O)CCC1=O